Computed, not measured: the ion C17H26NO2 with charge +1, with ωB97M-V/def2-TZVPD.

Geometry as XYZ:
```
46
Properties=species:S:1:pos:R:3:forces:R:3
C -0.630171 -1.857457 0.779895 -0.06 -0.13 -0.08
C -1.495522 -1.893377 -0.217936 -0.14 -0.01 -0.03
C -2.925365 -1.441578 -0.070210 0.23 -0.67 -0.04
N -2.994095 0.026685 0.158986 0.23 0.07 0.42
H -2.303653 0.262502 0.907194 -0.31 -0.18 -0.24
C -2.479495 0.820464 -0.982697 0.54 0.54 -0.32
H -3.284219 1.110071 -1.655385 -0.03 -0.10 0.06
H -1.758838 0.204376 -1.522647 -0.13 0.00 0.07
C -1.763850 2.051409 -0.389991 -0.26 0.02 -0.20
O -1.033049 1.654336 0.741721 0.28 0.01 0.19
C 0.279795 1.192444 0.594235 0.15 -0.02 0.05
C 0.915643 0.960119 -0.609753 -0.39 0.22 0.16
C 2.218936 0.484088 -0.629088 0.41 -0.17 0.06
C 2.899148 0.220864 0.556578 -0.38 0.10 0.00
C 2.236368 0.457782 1.769146 0.13 -0.06 -0.19
C 0.949651 0.937796 1.788106 -0.18 0.10 -0.22
H 0.447579 1.136650 2.721537 -0.06 0.02 0.15
H 2.766419 0.260318 2.686265 0.07 -0.02 0.14
O 4.144542 -0.270994 0.667601 0.07 -0.07 0.23
C 4.976243 -0.453653 -0.479581 0.45 0.00 -0.37
C 6.100139 -1.383667 -0.038044 -0.44 0.14 -0.04
H 5.691857 -2.327531 0.313050 0.00 -0.10 0.02
H 6.771951 -1.575039 -0.869047 0.08 -0.02 -0.08
H 6.658425 -0.925374 0.773268 0.09 0.06 0.08
C 5.524783 0.885005 -0.968718 -0.31 -0.25 0.15
H 6.148855 0.730151 -1.843937 0.06 0.01 -0.11
H 6.124432 1.341273 -0.185250 0.08 0.04 0.07
H 4.720417 1.569917 -1.227590 -0.02 0.09 -0.06
H 4.397101 -0.941981 -1.276697 0.02 0.05 0.14
H 2.685259 0.324293 -1.587400 0.10 -0.02 -0.07
H 0.435249 1.152267 -1.557145 -0.08 0.01 -0.08
H -1.138569 2.536770 -1.142672 -0.08 -0.05 0.03
H -2.490807 2.785014 -0.028119 0.09 -0.07 -0.09
C -4.344616 0.454890 0.622166 -0.72 0.18 0.16
C -5.437915 0.033500 -0.315152 0.25 0.08 0.03
C -6.427060 -0.765390 0.039794 -0.01 0.00 0.01
H -7.215483 -1.024321 -0.643974 -0.15 -0.01 -0.18
H -6.502982 -1.179622 1.031614 0.05 -0.07 0.23
H -5.405991 0.450402 -1.311710 -0.08 0.03 -0.17
H -4.336039 1.543102 0.723423 0.15 -0.07 0.04
H -4.519394 0.018641 1.608044 0.15 0.04 -0.06
H -3.513892 -1.680620 -0.956923 -0.01 0.10 0.14
H -3.384807 -1.931547 0.791829 -0.09 0.15 -0.07
H -1.199020 -2.255786 -1.190496 0.10 -0.03 -0.11
H 0.389842 -2.171900 0.655286 0.26 -0.04 -0.07
H -0.897814 -1.525276 1.770408 -0.12 0.08 0.24
```
Positions in Å, forces in eV/Å.

Summary:
- 2S+1: 1
- Charge: +1
- ΔE to the lowest compared entry with this formula, charge and spin: 38.3 kcal/mol
- SMILES: C=CC[NH+](CC=C)CCOc1ccc(OC(C)C)cc1
- Electronic energy: -868.3175 hartree
- Orbital gap: 8.62 eV
- E_LUMO: -2.216 eV
- E_HOMO: -0.3984 hartree

Charges per atom according to natural (NBO) partitioning, unit e: number 1, C, carries -0.313; number 2, C, carries -0.259; number 3, C, carries -0.258; number 4, N, carries -0.373; number 5, H, carries 0.473; number 6, C, carries -0.256; number 7, H, carries 0.235; number 8, H, carries 0.240; number 9, C, carries -0.086; number 10, O, carries -0.529; number 11, C, carries 0.228; number 12, C, carries -0.238; number 13, C, carries -0.298; number 14, C, carries 0.316; number 15, C, carries -0.229; number 16, C, carries -0.232; number 17, H, carries 0.230; number 18, H, carries 0.239; number 19, O, carries -0.492; number 20, C, carries 0.102; number 21, C, carries -0.615; number 22, H, carries 0.219; number 23, H, carries 0.219; number 24, H, carries 0.218; number 25, C, carries -0.636; number 26, H, carries 0.223; number 27, H, carries 0.221; number 28, H, carries 0.212; number 29, H, carries 0.168; number 30, H, carries 0.227; number 31, H, carries 0.205; number 32, H, carries 0.219; number 33, H, carries 0.207; number 34, C, carries -0.255; number 35, C, carries -0.252; number 36, C, carries -0.308; number 37, H, carries 0.224; number 38, H, carries 0.202; number 39, H, carries 0.211; number 40, H, carries 0.233; number 41, H, carries 0.232; number 42, H, carries 0.239; number 43, H, carries 0.235; number 44, H, carries 0.225; number 45, H, carries 0.230; number 46, H, carries 0.193